Record 1
Computed, not measured: C27H62IN5O9S as an isolated structure at a distorted geometry, with wB97M-V/def2-TZVPD.

```
105
C27H62IN5O9S, DFT wB97M-V/def2-TZVPD
O -0.925 -2.934 0.278
S -1.174 -4.204 -0.343
O -2.256 -4.966 0.616
I -1.607 -5.766 2.347
O 0.198 -5.063 -0.064
C 0.648 -5.782 -1.196
O 1.538 -5.064 -2.015
C 2.178 -3.967 -1.462
C 2.019 -2.748 -2.107
C 2.669 -1.619 -1.629
C 3.468 -1.687 -0.497
C 3.614 -2.914 0.141
C 2.988 -4.051 -0.346
H -0.203 -6.043 -1.822
H 1.112 -6.705 -0.862
H 1.409 -2.693 -2.998
H 2.546 -0.687 -2.160
H 3.965 -0.801 -0.140
H 4.225 -2.958 1.029
H 3.125 -4.992 0.165
C -0.557 0.172 -7.639
C -0.207 -1.225 -7.135
C -0.391 -1.400 -5.621
O 0.623 -0.816 -4.829
C 0.477 0.574 -4.580
N 1.152 -1.559 -7.570
H 0.221 0.897 -7.406
H -0.672 0.160 -8.723
H -1.495 0.525 -7.206
H -0.893 -1.927 -7.617
H -0.349 -2.471 -5.398
H -1.378 -1.044 -5.297
H -0.573 0.857 -4.483
H 0.957 1.169 -5.363
H 0.976 0.789 -3.638
H 1.351 -2.527 -7.334
H 1.799 -1.025 -6.997
C -2.050 1.663 1.048
C -1.600 2.496 -0.148
C -1.688 1.751 -1.485
O -0.660 0.806 -1.702
C -0.859 -0.465 -1.099
N -0.250 3.013 0.114
H -1.300 0.930 1.344
H -2.228 2.308 1.910
H -2.980 1.135 0.830
H -2.276 3.353 -0.216
H -1.581 2.486 -2.289
H -2.673 1.281 -1.609
H -1.916 -0.746 -1.084
H -0.455 -0.496 -0.089
H -0.310 -1.189 -1.698
H 0.010 3.657 -0.628
H 0.403 2.240 0.013
C 0.517 6.178 4.210
C -0.106 5.543 2.969
C -1.538 6.026 2.693
O -2.537 5.480 3.539
C -2.671 6.111 4.799
N -0.007 4.086 3.078
H 0.135 5.736 5.130
H 1.596 6.026 4.205
H 0.329 7.254 4.242
H 0.498 5.845 2.108
H -1.810 5.710 1.681
H -1.596 7.123 2.714
H -2.477 7.185 4.733
H -2.009 5.662 5.543
H -3.698 5.962 5.133
H -0.299 3.661 2.199
H -0.696 3.778 3.760
C 7.741 -7.034 3.294
C 6.243 -6.980 3.577
C 5.371 -7.030 2.314
O 5.315 -5.820 1.582
C 6.409 -5.597 0.707
N 5.958 -5.803 4.403
H 8.123 -6.080 2.931
H 8.286 -7.269 4.208
H 7.977 -7.802 2.555
H 5.991 -7.867 4.166
H 4.341 -7.226 2.624
H 5.671 -7.857 1.657
H 6.782 -6.531 0.276
H 7.218 -5.077 1.224
H 6.059 -4.955 -0.102
H 4.984 -5.820 4.688
H 6.029 -4.982 3.807
C -7.233 4.956 1.874
C -6.035 4.113 2.300
C -4.761 4.398 1.496
O -4.730 3.836 0.197
C -5.398 4.560 -0.818
N -6.413 2.697 2.258
H -7.676 4.597 0.944
H -8.011 4.915 2.636
H -6.951 6.003 1.737
H -5.809 4.367 3.339
H -3.920 3.938 2.018
H -4.551 5.474 1.449
H -5.342 5.638 -0.645
H -6.444 4.255 -0.903
H -4.906 4.331 -1.764
H -5.657 2.139 2.645
H -6.455 2.418 1.281
```

DFT total energy, eV: -73813.843
Charge: 0

Record 2
Computed, not measured: a 8-piece molecular cluster, C27H65N5O11 overall at a distorted geometry, with wB97M-V/def2-TZVPD.

```
108
C27H65N5O11, DFT wB97M-V/def2-TZVPD
C -11.921 18.051 2.044
N -11.958 19.219 2.917
C -12.019 19.149 4.254
C -12.145 20.512 4.939
O -11.952 18.090 4.867
H -12.917 17.945 1.610
H -11.730 17.167 2.634
H -11.145 18.166 1.292
H -12.117 20.104 2.467
H -13.115 20.966 4.706
H -11.383 21.269 4.789
H -12.305 20.254 5.987
C -12.352 15.656 7.737
N -13.364 16.623 7.354
C -14.275 17.137 8.209
C -15.343 18.012 7.577
O -14.216 17.018 9.426
H -12.579 15.261 8.725
H -11.373 16.138 7.786
H -12.212 14.800 7.076
H -13.258 17.074 6.458
H -15.476 17.725 6.530
H -14.951 19.029 7.612
H -16.319 17.930 8.045
C -10.887 13.999 3.154
N -11.948 14.820 3.691
C -13.253 14.488 3.503
C -14.277 15.337 4.224
O -13.634 13.459 2.965
H -10.058 14.625 2.837
H -11.197 13.380 2.309
H -10.655 13.220 3.883
H -11.910 15.827 3.754
H -13.958 15.752 5.183
H -15.191 14.836 4.538
H -14.571 16.115 3.514
C -20.789 17.979 3.035
N -20.457 18.310 4.407
C -19.528 17.635 5.115
C -19.534 17.963 6.598
O -18.692 16.887 4.644
H -21.481 18.609 2.481
H -21.053 16.936 2.853
H -19.851 18.132 2.489
H -21.160 18.831 4.901
H -18.941 18.857 6.804
H -19.118 17.157 7.198
H -20.531 18.179 6.985
C -17.112 15.120 2.392
N -15.937 14.764 1.556
C -15.458 15.717 0.747
C -14.184 15.411 -0.045
O -16.024 16.799 0.605
H -17.858 15.369 1.633
H -16.848 15.996 2.970
H -17.583 14.327 2.965
H -15.776 13.798 1.329
H -13.246 15.650 0.447
H -14.261 15.934 -0.998
H -14.213 14.361 -0.349
C -17.826 22.395 7.221
O -16.887 21.516 6.673
C -16.739 21.441 5.285
C -16.053 20.177 4.823
O -15.955 20.267 3.416
C -16.085 18.963 2.852
H -17.548 23.425 6.993
H -17.845 22.275 8.308
H -18.871 22.115 7.046
H -16.447 22.417 4.874
H -17.769 21.344 4.895
H -16.726 19.381 5.161
H -15.077 19.938 5.259
H -15.160 18.378 2.929
H -16.239 19.012 1.776
H -16.893 18.434 3.359
C -16.959 16.459 13.121
O -16.997 17.848 13.472
C -17.555 18.726 12.492
C -16.660 19.039 11.304
O -17.036 20.127 10.482
C -16.937 21.400 11.116
H -15.990 16.095 13.477
H -16.993 16.359 12.040
H -17.655 15.932 13.777
H -17.854 19.592 13.085
H -18.542 18.371 12.172
H -16.512 18.101 10.768
H -15.651 19.288 11.653
H -17.749 21.367 11.847
H -17.082 22.219 10.419
H -16.019 21.598 11.676
C -22.804 22.206 2.839
O -23.132 21.817 4.155
C -21.984 21.392 4.880
C -22.299 21.003 6.310
O -21.119 20.944 7.072
C -21.415 20.720 8.443
H -21.980 21.596 2.456
H -22.547 23.261 2.717
H -23.657 22.006 2.190
H -21.287 22.239 4.864
H -21.375 20.658 4.344
H -22.814 20.038 6.405
H -22.953 21.777 6.732
H -21.793 19.700 8.574
H -22.247 21.361 8.752
H -20.565 20.882 9.098
```

ΔE to the lowest compared entry with this formula, charge and spin, eV: 1.196
Charge: 0

Record 3
Computed, not measured: a 11-piece molecular cluster, C27H66BClF8IO14 overall at a distorted geometry, with wB97M-V/def2-TZVPD.

```
118
C27H66BClF8IO14, DFT wB97M-V/def2-TZVPD
C 4.392 -2.049 5.112
C 5.271 -1.941 3.781
O 6.119 -0.780 3.702
C 5.404 0.446 3.976
C 4.172 0.714 2.949
O 3.622 2.027 3.117
C 2.554 2.065 4.108
B 1.012 1.963 3.442
C 0.691 0.315 3.524
C 0.282 -0.340 2.128
C 0.280 -1.958 2.353
I -1.289 -2.816 1.057
C 0.091 2.865 4.439
C -1.474 2.894 4.214
O -2.061 1.829 3.430
C -3.502 1.934 3.369
C -4.071 0.572 4.059
F -3.616 -0.587 3.376
F -3.438 0.519 5.354
C -5.648 0.600 4.312
F -5.884 -0.236 5.451
F -6.027 1.915 4.713
C -6.515 0.041 3.088
F -6.648 -1.377 3.140
F -7.839 0.564 3.245
C -6.005 0.499 1.641
F -6.134 1.901 1.431
F -6.840 -0.116 0.655
C 1.196 2.531 1.913
C -0.131 2.896 1.128
O -0.645 4.028 1.349
Cl -0.980 1.869 -0.125
H 5.082 -1.759 5.990
H 3.880 -3.051 5.267
H 3.570 -1.239 5.113
H 4.560 -1.998 2.873
H 5.898 -2.907 3.718
H 5.099 0.585 5.068
H 6.148 1.299 3.755
H 4.667 0.706 1.905
H 3.412 -0.132 2.936
H 2.596 3.123 4.581
H 2.692 1.338 4.985
H -0.229 0.199 4.219
H 1.530 -0.270 4.040
H 1.007 -0.164 1.272
H -0.798 -0.070 1.909
H 0.107 -2.252 3.438
H 1.282 -2.344 1.979
H 0.479 3.951 4.363
H 0.296 2.565 5.537
H -1.797 3.907 3.763
H -1.988 2.864 5.252
H -3.848 2.873 3.908
H -3.766 1.984 2.255
H -4.936 0.193 1.402
H 1.826 1.865 1.225
H 1.792 3.517 1.998
C -1.355 0.996 -3.439
O -0.062 0.416 -3.370
H -1.699 1.211 -2.428
H -1.311 1.927 -4.012
H -2.047 0.296 -3.916
H 0.220 0.235 -4.279
C 0.719 2.735 -6.305
O 0.939 1.408 -6.766
H 0.908 2.770 -5.231
H 1.400 3.421 -6.814
H -0.317 3.026 -6.499
H 0.764 1.404 -7.718
C -1.769 0.012 8.428
O -1.065 0.831 7.507
H -1.545 0.344 9.442
H -2.843 0.100 8.247
H -1.454 -1.028 8.310
H -1.285 0.513 6.621
C 0.369 -0.739 -9.888
O 0.795 0.603 -10.091
H 0.445 -0.975 -8.827
H -0.670 -0.850 -10.210
H 1.009 -1.419 -10.456
H 0.718 0.785 -11.035
C 2.713 -1.360 -4.814
O 1.688 -0.732 -5.573
H 2.275 -2.175 -4.236
H 3.474 -1.763 -5.489
H 3.163 -0.634 -4.133
H 2.101 -0.016 -6.074
C -1.942 2.374 -9.468
O -2.889 3.034 -8.642
H -1.013 2.944 -9.464
H -1.752 1.370 -9.081
H -2.324 2.313 -10.491
H -3.700 2.511 -8.662
C -0.840 -6.124 -1.937
O -0.408 -4.784 -2.105
H -0.768 -6.386 -0.881
H -1.879 -6.221 -2.263
H -0.203 -6.795 -2.520
H -0.481 -4.576 -3.047
C -2.032 -3.358 -5.715
O -0.769 -4.005 -5.641
H -2.747 -3.913 -5.107
H -1.947 -2.338 -5.332
H -2.377 -3.340 -6.752
H -0.156 -3.496 -6.186
C 4.434 -3.869 -7.719
O 3.272 -3.417 -8.401
H 5.237 -4.003 -8.444
H 4.736 -3.126 -6.977
H 4.225 -4.824 -7.230
H 2.578 -3.307 -7.739
C 0.399 2.632 10.389
O 0.897 1.469 9.750
H 0.869 2.724 11.368
H 0.638 3.514 9.789
H -0.685 2.549 10.515
H 0.465 1.411 8.886
```

DFT total energy, eV: -100766.528
Charge: -1

Record 4
Computed, not measured: C27H66F3MgO12S7 as an isolated structure at a distorted geometry, with wB97M-V/def2-TZVPD.

```
116
C27H66F3MgO12S7, DFT wB97M-V/def2-TZVPD
Mg -2.301 -1.515 2.494
C 0.317 -0.170 0.865
O 0.124 -0.589 -0.495
O -0.769 -0.681 1.633
C 1.792 -0.691 1.232
F 2.095 -0.703 2.511
F 2.056 -1.950 0.813
F 2.804 -0.015 0.653
C -0.616 0.207 -1.454
C -0.545 -0.339 -2.923
H 0.504 -0.398 -3.211
H -0.892 -1.357 -3.097
H -1.154 0.288 -3.575
H -0.248 1.233 -1.457
H -1.657 0.159 -1.136
H 0.227 0.916 0.867
C -1.193 -0.167 6.427
S -1.704 0.756 4.873
O -2.048 -0.312 3.898
C -0.103 1.470 4.528
H -1.784 -1.083 6.463
H -1.379 0.377 7.353
H -0.158 -0.467 6.261
H 0.725 0.800 4.299
H 0.328 2.013 5.369
H -0.228 2.005 3.587
C -4.845 1.949 2.984
S -4.683 0.748 1.577
O -3.520 -0.215 1.860
C -6.323 -0.122 2.045
H -4.084 2.727 3.051
H -4.862 1.375 3.910
H -5.819 2.438 2.967
H -7.185 0.532 2.182
H -6.120 -0.649 2.978
H -6.651 -0.855 1.308
C 4.096 2.203 -1.746
S 5.809 1.443 -2.027
O 6.274 0.546 -0.946
C 5.257 0.349 -3.438
H 3.255 1.615 -1.379
H 3.760 2.440 -2.755
H 4.333 3.064 -1.121
H 4.190 0.125 -3.438
H 5.946 -0.492 -3.510
H 5.257 0.977 -4.330
C 7.326 -0.279 4.531
S 7.452 -0.780 2.743
O 8.234 -2.088 2.663
C 5.648 -1.324 2.751
H 6.534 0.469 4.560
H 8.258 0.168 4.877
H 7.077 -1.159 5.124
H 4.867 -0.635 3.070
H 5.641 -2.233 3.352
H 5.396 -1.659 1.744
C 1.517 -3.642 3.498
S -0.287 -3.922 3.871
O -1.071 -2.723 3.334
C -0.577 -5.448 2.855
H 2.102 -4.492 3.850
H 1.926 -2.676 3.794
H 1.638 -3.491 2.425
H -1.547 -5.891 3.079
H 0.250 -6.131 3.052
H -0.601 -5.066 1.835
C -1.315 3.558 0.938
S -1.895 5.231 1.539
O -3.346 4.964 2.010
C -2.089 5.973 -0.119
H -1.911 3.059 0.175
H -1.379 2.952 1.842
H -0.247 3.683 0.756
H -2.979 5.715 -0.693
H -1.233 5.729 -0.748
H -2.045 7.062 -0.118
C -3.832 -4.526 -0.388
S -2.735 -3.142 -0.259
O -2.510 -2.844 1.223
C -1.111 -3.920 -0.848
H -4.054 -4.894 0.614
H -3.612 -5.335 -1.085
H -4.784 -4.117 -0.725
H -1.196 -4.926 -1.260
H -0.380 -3.947 -0.040
H -0.807 -3.315 -1.703
C 0.522 3.283 -3.919
C 0.455 4.523 -3.021
O 0.923 4.586 -1.937
C -0.368 5.652 -3.531
H 0.983 3.544 -4.872
H -0.478 2.853 -3.977
H 1.097 2.450 -3.514
H 0.140 6.612 -3.435
H -1.254 5.731 -2.901
H -0.686 5.569 -4.570
C 1.691 -4.259 -4.168
C 2.542 -3.083 -3.694
O 3.563 -2.886 -4.252
C 2.232 -2.549 -2.262
H 2.225 -4.778 -4.965
H 0.810 -3.729 -4.529
H 1.570 -5.030 -3.408
H 2.810 -3.163 -1.571
H 1.169 -2.724 -2.092
H 2.573 -1.517 -2.341
C -4.015 0.529 -5.442
C -3.825 1.201 -4.096
O -4.192 0.667 -3.053
C -3.309 2.564 -4.003
H -3.399 1.054 -6.173
H -5.032 0.711 -5.790
H -3.829 -0.544 -5.457
H -3.924 3.328 -4.479
H -2.433 2.607 -4.650
H -3.161 2.859 -2.964
```

DFT total energy, eV: -143072.313
Charge: +1